Entry 1:
Here is a 2-piece molecular cluster, C5H17BN2Si overall in a non-equilibrium geometry from OMol25. Energies are from wB97M-V/def2-TZVPD.

XYZ file:
```
26
Properties=species:S:1:pos:R:3:forces:R:3
B 1.743931 -1.791983 1.128639 1.477 -1.269 1.017
C 2.310560 -2.981757 2.089236 1.370 1.819 0.885
C -2.641844 1.637578 -0.177564 1.282 -1.325 1.744
C -0.846444 -0.134154 -1.894508 -3.110 1.016 -1.724
C 0.198442 2.567433 -1.893534 -0.101 -1.659 2.867
C 0.259669 -1.922858 0.990148 0.416 1.237 -3.398
N 2.545005 -0.870723 0.429887 -0.427 -1.112 0.794
N 0.268150 1.046005 0.619836 -0.242 -1.666 1.881
Si -0.799835 1.311116 -0.685432 -1.548 1.349 -2.823
H 1.475185 -3.613503 2.380659 0.297 -0.170 0.320
H 2.845022 -2.500499 3.027205 -1.164 -1.031 -1.579
H 3.088169 -3.567638 1.586482 -0.174 -0.053 0.084
H -3.251757 2.055582 -0.919161 -0.767 0.423 -1.394
H -3.165618 0.735468 0.275499 0.821 0.841 -0.748
H -2.621383 2.362014 0.618038 -0.069 0.479 0.513
H 0.147530 -0.462906 -1.888788 1.392 -1.066 -0.676
H -1.619863 -0.937435 -1.725157 1.113 0.669 0.193
H -1.184896 0.336740 -2.953649 1.141 -1.045 2.348
H 1.169186 2.034542 -1.850128 -0.065 0.756 0.107
H -0.110435 2.458380 -2.866725 -1.094 -0.509 -2.359
H 0.246531 3.624417 -1.744427 0.384 0.557 0.711
H -0.138631 -1.966375 -0.032912 -0.111 0.136 0.382
H -0.366701 -2.305255 1.688313 -1.822 -1.003 2.187
H 3.487074 -0.720429 0.727207 0.357 0.175 -0.206
H 2.032008 -0.074869 0.141399 0.050 1.117 -0.430
H -0.135169 0.311975 1.285111 0.597 1.334 -0.696
```
Positions in Å, forces in eV/Å.

Summary:
- HOMO (spin up / spin down) (Eh) = -0.368 / -0.314
- total charge = 0
- orbital gap (spin up / spin down) (Eh) = 0.348 / 0.255
- E_LUMO (spin up / spin down) (eV) = -0.540 / -1.612

***

Entry 2:
Here is a 2-piece molecular cluster, C5H17BNO4SSi overall in a non-equilibrium geometry from OMol25. Energies are from wB97M-V/def2-TZVPD.

XYZ file:
```
30
Properties=species:S:1:pos:R:3:forces:R:3
C 1.425561 -0.344997 0.591033 0.129 0.913 0.061
Si 1.125270 -0.418582 -1.305347 -0.442 -0.964 -0.031
C -0.325836 0.751135 -1.763788 0.717 0.562 0.211
C 2.702919 -0.055831 -2.337258 -0.281 0.441 0.471
B 0.585312 -2.293684 -1.750300 0.588 -0.476 -0.677
N 1.597426 -2.928666 -2.782670 0.182 0.074 -0.175
H 1.205964 0.638511 1.047246 0.125 -0.174 -0.110
H 0.750871 -1.070913 1.051996 0.138 -0.046 -0.085
H 2.466701 -0.591734 0.838686 -0.170 -0.120 0.004
H -0.037335 1.318023 -2.661524 -0.308 -0.148 0.021
H -0.549917 1.491546 -0.982745 -0.023 -0.087 -0.134
H -1.200534 0.128457 -1.950493 0.026 0.126 -0.082
H 3.044270 0.988918 -2.334518 0.109 -0.194 -0.047
H 2.480519 -0.386080 -3.355553 0.018 0.075 0.057
H 3.490722 -0.717057 -1.954953 0.015 0.198 -0.061
H 0.553917 -2.993673 -0.756709 -0.318 -0.057 0.609
H -0.489343 -2.249750 -2.306922 -0.515 0.009 0.039
H 1.356042 -3.901151 -2.936004 -0.073 -0.076 -0.061
H 2.520406 -2.971276 -2.364227 0.145 -0.023 -0.018
C -1.480601 2.337225 2.886776 -0.236 0.255 0.163
C -2.095354 1.180411 3.652108 0.414 -0.224 0.083
O -3.075312 0.638646 2.764830 -0.043 0.502 -0.233
S -2.563518 0.809963 1.237563 0.324 -0.391 -0.285
O -1.962445 -0.413486 0.830392 -0.469 0.687 0.056
O -3.596508 1.451494 0.492160 0.306 -0.362 0.332
O -1.393008 1.882218 1.538721 -0.275 -0.412 0.124
H -2.127166 3.218426 2.913500 0.006 -0.006 0.049
H -0.491785 2.599403 3.255998 0.079 -0.088 -0.191
H -2.563332 1.497247 4.581237 -0.201 -0.047 -0.101
H -1.353904 0.405260 3.860764 0.034 0.053 0.011
```
Positions in Å, forces in eV/Å.

Summary:
- HOMO (Eh) = -0.107
- total charge = -1
- orbital gap (Eh) = 0.196
- E_LUMO (eV) = 2.396

***

Entry 3:
Here is C5H17BeN8O7Pb as an isolated structure in a non-equilibrium geometry from OMol25. Energies are from wB97M-V/def2-TZVPD.

XYZ file:
```
39
Properties=species:S:1:pos:R:3:forces:R:3
Be -4.067688 2.391399 -0.716590 3.608 0.332 -0.184
Pb -3.257818 -2.117711 -1.302600 2.951 0.394 0.807
O -0.034258 0.544589 0.061800 -1.398 0.091 0.677
C -1.359348 0.746449 0.128020 0.627 1.299 -0.955
O -2.098228 -0.026491 -0.428550 -4.016 -5.266 -2.716
O -1.783018 1.831769 0.539220 -1.384 2.135 0.767
H 0.084152 1.411989 0.455760 2.722 1.537 0.919
C -1.505178 2.503509 -3.291170 -0.652 0.820 -2.265
O -2.176978 2.977379 -2.438800 -6.174 2.628 6.632
N -0.456498 1.905789 -3.023590 7.049 -4.770 3.359
N -1.669278 2.693949 -4.526980 -1.393 0.353 -5.012
H 0.216942 1.565489 -3.694990 -0.033 0.222 0.158
H -0.193788 1.831259 -2.051210 0.141 -0.120 -0.192
H -2.396338 3.302339 -4.875320 0.248 -0.261 -0.402
H -0.989468 2.176949 -5.066120 -0.710 0.829 -1.200
C 1.904412 3.016199 0.982140 2.011 -0.485 -2.463
O 0.752232 3.251209 1.180270 -3.690 1.091 -0.384
N 2.653362 3.411559 -0.074630 -0.945 1.622 -0.898
N 2.497552 2.045459 1.606210 1.196 -2.349 2.367
H 3.657702 3.306599 -0.094060 -0.281 0.246 -0.254
H 2.136852 4.008919 -0.704300 0.851 0.448 -0.048
H 3.499212 2.123109 1.709930 -0.185 -0.811 0.601
H 1.835102 1.595609 2.221760 1.098 -0.109 0.920
C 0.171862 -3.184541 -0.652310 1.676 1.270 3.048
O -0.872198 -2.742621 -1.185610 -2.233 0.322 -0.944
N 0.676932 -4.374911 -0.806480 -1.501 -1.212 -1.412
N 0.829162 -2.464371 0.286080 -1.047 0.490 -1.512
H 1.316982 -4.724801 -0.107900 -0.125 -0.498 -0.398
H -0.104628 -4.898171 -1.174530 0.899 -1.553 -0.232
H 1.691132 -2.823061 0.671350 0.079 0.793 -0.018
H 0.429652 -1.540161 0.365710 1.223 0.370 -0.041
C -0.444428 -2.392081 3.718190 -0.881 -0.659 -0.645
O -1.229468 -2.280011 4.593360 -1.547 0.404 2.975
N 0.400692 -3.396351 3.561530 1.729 -1.685 0.453
N -0.479848 -1.591511 2.671290 -0.059 3.001 -3.880
H 0.684282 -3.824841 4.431060 0.233 -0.530 -0.459
H 0.827982 -3.565331 2.662100 0.206 -0.146 0.815
H 0.088542 -1.754381 1.852450 -0.370 -0.043 1.282
H -1.236288 -0.940171 2.517520 0.075 -0.200 0.732
```
Positions in Å, forces in eV/Å.

Summary:
- HOMO (Eh) = -0.610
- total charge = +3
- orbital gap (Eh) = 0.071
- E_LUMO (eV) = -14.647

***

Entry 4:
Here is a 3-piece molecular cluster, C5H17N2O overall in a non-equilibrium geometry from OMol25. Energies are from wB97M-V/def2-TZVPD.

XYZ file:
```
25
Properties=species:S:1:pos:R:3:forces:R:3
C -0.389406 -1.505905 0.678045 -0.619 -1.026 1.542
N -0.163767 -2.867688 0.038672 -0.185 1.734 -0.440
C -0.895835 -3.017674 -1.251425 0.358 0.833 -0.055
C -0.359959 -0.314862 -0.199794 1.724 -3.492 -3.418
N -1.301158 2.178408 1.490526 0.491 0.770 0.736
C 1.851953 0.688662 0.103388 -1.083 0.332 1.156
C 0.902917 -0.045919 -0.913918 0.059 1.300 0.042
H -1.349260 -1.627467 1.178237 0.186 0.477 0.366
H 0.476553 -1.468755 1.343852 -0.480 0.331 0.487
H 0.841593 -2.979600 0.022597 -0.018 -0.475 -0.646
H -1.886859 -3.488322 -1.091954 0.739 0.258 -0.204
H -0.310486 -3.467105 -2.047263 0.047 -0.896 0.383
H -0.963061 -2.014916 -1.676216 -0.857 -0.205 -0.216
H -1.231529 -0.010586 -0.788342 -0.330 0.759 1.131
H -1.145774 2.105801 2.484418 -0.065 -0.173 -0.046
H -2.192209 2.595148 1.278389 -0.234 -0.685 -0.327
H -0.944537 1.387762 0.981269 -0.571 0.166 -0.038
H 1.725962 0.272076 1.106375 -0.004 -0.216 -0.034
H 1.383360 1.674518 0.170561 0.877 0.281 -0.038
H 2.928910 0.696746 -0.029244 -0.143 -0.016 -0.910
H 0.681592 0.601747 -1.757747 0.190 0.266 0.012
H 1.404234 -0.913143 -1.371745 -0.363 -0.364 0.700
H 0.841603 4.429539 -0.151729 -0.358 -0.040 0.237
H -0.304942 3.517860 0.537785 0.524 0.303 -0.034
O 0.400103 3.573677 -0.134740 0.116 -0.223 -0.387
```
Positions in Å, forces in eV/Å.

Summary:
- HOMO (Eh) = -0.512
- total charge = +1
- orbital gap (Eh) = 0.234
- E_LUMO (eV) = -7.545

***

Entry 5:
Here is a 2-piece molecular cluster, C5H17N2O overall in a non-equilibrium geometry from OMol25. Energies are from wB97M-V/def2-TZVPD.

XYZ file:
```
25
Properties=species:S:1:pos:R:3:forces:R:3
N 1.463380 0.176413 0.251264 0.512 -0.340 1.298
C 0.198925 -0.405852 -0.366061 -0.627 0.005 -1.327
C -1.020256 0.369970 0.132581 -0.153 1.532 -0.488
C -1.713514 -0.149707 1.401571 -1.023 0.083 1.151
C -2.158233 -1.663220 1.416914 -1.043 1.908 0.168
C 0.442653 -0.379065 -1.935290 1.326 0.891 0.670
N 1.735923 -0.980665 -2.245167 -2.466 -0.796 -1.183
H 1.570354 -0.215468 1.194763 -0.228 0.201 0.141
H 2.370577 -0.040186 -0.163915 -0.177 -0.492 -0.407
H 1.544843 1.234953 0.373946 -0.855 0.175 -0.023
H -0.001745 -1.444039 -0.113071 0.920 -0.260 0.453
H -1.861673 0.581117 -0.550286 0.651 -1.084 -0.669
H -0.639870 1.404222 0.140649 -0.253 0.025 0.948
H -2.670018 0.397246 1.477249 0.404 0.024 -0.533
H -1.299898 0.206080 2.347844 0.792 -0.440 -0.109
H -3.236657 -1.631798 1.675859 0.604 -0.274 -0.245
H -1.723746 -2.311088 2.157039 0.690 -0.181 -0.035
H -2.108034 -2.010085 0.402229 0.081 -0.782 -0.413
H -0.341594 -0.960375 -2.443017 0.006 -0.044 0.095
H 0.537404 0.638111 -2.315883 -0.614 0.059 0.083
H 1.701378 -2.014546 -2.245542 0.863 0.324 0.143
H 2.270851 -0.505612 -2.980634 0.567 -0.271 0.334
H 1.863925 3.594530 0.066362 -0.122 0.268 0.875
H 1.457801 3.199013 1.614035 0.216 0.718 -0.400
O 1.617224 2.910049 0.706561 -0.072 -1.247 -0.528
```
Positions in Å, forces in eV/Å.

Summary:
- HOMO (spin up / spin down) (Eh) = -0.657 / -0.656
- total charge = +2
- orbital gap (spin up / spin down) (Eh) = 0.390 / 0.177
- spin multiplicity = 2
- E_LUMO (spin up / spin down) (eV) = -7.257 / -13.043

***

Entry 6:
Here is a 3-piece molecular cluster, C5H17N2O3 overall in a non-equilibrium geometry from OMol25. Energies are from wB97M-V/def2-TZVPD.

XYZ file:
```
27
Properties=species:S:1:pos:R:3:forces:R:3
C 0.307702 -1.723153 0.817395 0.749 -2.541 -2.153
N 1.069446 -0.542806 0.630425 0.490 0.258 1.006
C 0.738172 0.625967 1.418676 0.528 1.634 -0.938
C 1.551430 1.807750 0.790929 -0.929 -0.134 0.436
C 0.893698 2.301121 -0.499398 0.464 0.196 1.952
O -0.202273 1.991500 -0.854978 -1.808 -1.162 -0.236
C -0.891549 -1.845962 -0.287913 -0.772 -0.130 2.295
N -1.201578 -0.466758 -0.829437 0.029 -0.313 -1.706
H -0.004691 -1.894642 1.879256 0.086 0.420 -1.074
H 0.998052 -2.629318 0.508613 -1.314 1.523 0.985
H 1.561179 -0.399138 -0.257443 -0.354 -0.325 0.759
H 1.031610 0.673375 2.512063 -0.509 -0.955 -1.112
H -0.351867 0.869689 1.262886 0.936 0.012 0.796
H 2.608030 1.596697 0.653100 0.129 -0.513 -0.353
H 1.630769 2.578305 1.573516 -0.456 0.419 -0.616
H 1.289116 3.040318 -1.119412 1.982 1.488 -0.792
H -0.629621 -2.657847 -1.051318 -0.606 1.795 0.718
H -1.881454 -2.062967 0.223848 1.283 -0.485 -0.619
H -0.358963 0.099740 -1.087000 -0.701 -0.793 0.300
H -1.780879 0.174070 -0.196114 0.580 -1.232 -0.432
H -1.740286 -0.650663 -1.702385 0.382 0.620 0.707
H -3.200640 0.489246 1.807567 -0.293 -0.850 1.423
H -3.360277 1.646110 0.863483 1.338 -2.103 -0.139
O -2.882267 0.743548 0.963247 -1.218 3.093 -1.193
H 1.801719 -1.958152 -2.410058 3.676 -6.839 -0.888
H 1.576994 -0.619428 -3.224753 -0.048 -2.048 2.085
O 1.428431 -1.186598 -2.384795 -3.644 8.964 -1.210
```
Positions in Å, forces in eV/Å.

Summary:
- HOMO (Eh) = -0.441
- total charge = +1
- orbital gap (Eh) = 0.342
- E_LUMO (eV) = -2.702

***

Entry 7:
Here is a 2-piece molecular cluster, C5H17N3O overall in a non-equilibrium geometry from OMol25. Energies are from wB97M-V/def2-TZVPD.

XYZ file:
```
26
Properties=species:S:1:pos:R:3:forces:R:3
C 1.122786 -2.458595 0.623838 0.179 -1.727 -0.544
C 0.958901 -1.026898 1.045679 -0.607 0.015 -0.737
C 1.277925 0.026804 -0.041414 -0.934 1.111 1.038
C 0.213819 1.182503 -0.018308 -0.091 -0.016 -0.863
N -2.024891 2.038236 -2.825608 1.906 0.336 0.328
C -1.037646 2.066787 -1.922710 -1.564 -0.414 0.039
N -0.648749 1.037767 -1.235044 1.178 -0.124 1.773
N 1.739176 -0.669081 2.305243 0.893 0.550 -0.400
H 0.991587 -3.131246 1.481017 0.211 0.024 -0.229
H 0.408318 -2.825919 -0.130789 -0.786 0.834 0.593
H 1.967026 -2.786849 0.003848 0.850 0.715 0.897
H -0.077693 -0.923499 1.376684 0.026 0.128 -0.102
H 2.267047 0.459556 0.134410 0.019 -0.136 -0.231
H 1.245961 -0.357662 -1.055672 0.301 -0.489 0.114
H 0.637997 2.179552 -0.026509 0.271 0.066 -0.048
H -0.502936 1.133920 0.804553 0.365 -0.160 0.217
H -2.250493 1.130877 -3.197795 -0.452 -0.073 -0.276
H -1.942811 2.803698 -3.485356 -0.669 -0.075 -0.145
H -0.642912 3.034827 -1.627302 0.251 -0.060 -0.359
H -1.093124 0.127686 -1.094920 -0.722 0.582 -1.171
H 2.750978 -0.667699 2.130129 0.001 -0.477 0.002
H 1.558203 -1.245559 3.129012 -0.159 -0.196 -0.099
H 1.569953 0.309396 2.555074 -0.361 -0.099 0.182
H -3.241321 0.026673 0.801337 -0.467 0.093 0.187
H -2.768589 -1.120835 -0.092018 -0.662 -0.898 -0.225
O -2.478514 -0.344440 0.362622 1.022 0.493 0.057
```
Positions in Å, forces in eV/Å.

Summary:
- HOMO (Eh) = -0.666
- total charge = +2
- orbital gap (Eh) = 0.432
- E_LUMO (eV) = -6.389

***

Entry 8:
Here is a 4-piece molecular cluster, C5H17NO2 overall in a non-equilibrium geometry from OMol25. Energies are from wB97M-V/def2-TZVPD.

XYZ file:
```
25
Properties=species:S:1:pos:R:3:forces:R:3
C 1.239657 -1.192692 -1.093671 -0.494 0.051 0.777
C 1.071651 0.126040 -1.767014 -0.673 1.404 -0.268
C 0.296388 -1.397552 0.135102 -0.332 -0.385 1.107
N -1.211272 -1.337852 0.009022 3.338 0.302 -1.546
C -1.804071 -0.042918 0.039865 -0.081 -2.161 0.573
C -2.033316 0.329468 1.479304 -2.450 2.465 0.605
H 1.114754 -2.073618 -1.714567 0.345 0.007 -0.465
H 2.193479 -1.147269 -0.549665 -0.097 -0.589 -0.468
H 1.287310 0.957029 -1.074968 -0.152 -0.611 -0.355
H 0.071071 0.263144 -2.165274 -0.598 0.012 0.189
H 1.637643 0.351219 -2.651560 0.955 -0.572 -0.410
H 0.655078 -0.694769 0.892546 -0.422 -0.490 -0.041
H 0.533558 -2.429432 0.427619 -0.183 0.234 0.371
H -1.399021 -2.077840 -0.686136 -0.915 1.160 0.149
H -1.113578 0.808953 -0.249551 0.665 0.408 -0.752
H -2.589085 -0.015730 -0.672872 -1.313 0.190 -0.128
H -1.172721 0.166723 2.060177 1.070 -0.134 0.573
H -2.317574 1.412198 1.539131 0.875 -0.430 -0.279
H -2.910526 -0.032065 2.015629 -0.020 -1.175 -0.517
H 1.476674 1.214610 1.081505 0.795 0.263 -1.389
H -0.295925 2.050927 0.169965 2.655 -0.613 1.139
O 0.522355 1.533878 0.813255 -2.802 0.951 -0.385
H 3.230711 0.562023 1.703743 0.020 -0.192 -0.074
H -1.282862 2.473358 -0.660537 0.856 -1.184 0.927
O 2.799625 0.192176 0.918963 -1.042 1.087 0.667
```
Positions in Å, forces in eV/Å.

Summary:
- HOMO (Eh) = -0.323
- total charge = 0
- orbital gap (Eh) = 0.154
- E_LUMO (eV) = -4.582

***

Number 3 is which compound?
C5H17BeN8O7Pb